The following is a DFT calculation (the ωB97M-V functional and the def2-TZVPD basis) of C32H30FHgN7O2SSi as an isolated structure.

The geometry in XYZ format:
```
75
Properties=species:S:1:pos:R:3:forces:R:3
C 2.09726 1.42429 -0.46966 0.00 0.05 -0.02
C -3.15485 1.89694 1.07757 -0.05 0.13 -0.11
C 0.44566 -4.12273 5.54630 0.00 0.00 0.01
O 1.22407 -3.19094 3.53022 -0.01 0.00 -0.01
H -5.05739 2.87227 1.46385 -0.01 -0.02 0.02
H -4.34275 -0.10369 3.54337 0.00 -0.02 0.00
H -2.99366 -4.32572 -1.04896 0.01 0.00 -0.01
H -2.22359 -3.26333 7.44901 0.00 0.00 0.00
S 2.98212 -0.34687 -3.89033 -0.06 0.01 0.04
N -1.24456 -1.69752 -0.98163 0.05 0.02 0.13
C 2.19663 0.74539 -1.76167 0.01 -0.05 -0.02
H -1.14811 2.57878 -1.45621 0.00 0.01 0.01
C -3.15794 1.01635 2.18913 -0.06 0.24 0.10
H -0.17418 1.72322 2.85480 0.03 0.00 0.01
H -1.51653 -3.06080 -3.26593 -0.04 0.01 -0.02
H 2.98015 -3.34646 -1.29311 0.01 -0.01 0.00
H 4.08046 4.22191 1.89970 0.00 0.00 0.00
C 3.33956 0.54490 -2.47777 0.00 -0.05 -0.03
C 0.44946 -3.86689 -3.47740 -0.04 0.00 0.04
C -1.64644 -2.31569 5.61278 -0.01 -0.02 0.00
N 1.14426 1.24807 0.39965 0.08 0.06 0.09
N 3.02384 2.33350 -0.03976 0.03 -0.04 0.01
C 3.16296 3.68620 2.10714 0.00 0.00 0.00
H -4.92933 4.36482 -0.46442 0.01 0.01 0.01
C 0.74358 2.26958 2.66482 -0.02 0.02 -0.02
C -2.99653 3.60983 -1.12449 0.01 0.00 0.00
H -4.58893 -3.67559 -0.63579 0.02 0.00 -0.01
C 2.62104 2.77354 1.20882 0.00 -0.02 0.00
H -5.28270 1.01851 2.53747 0.00 0.00 -0.01
C -0.75177 -2.26601 4.54631 0.02 0.01 0.01
C -4.12651 3.66312 -0.26962 -0.03 0.00 0.00
H 2.84696 4.57309 4.01792 0.00 0.00 0.00
H 0.58776 -0.91135 -4.01728 0.04 0.07 0.04
C 2.46603 3.87237 3.28574 0.01 0.00 -0.01
H -3.27991 -3.63551 0.55312 0.03 -0.01 -0.03
H -3.49887 -0.77191 -0.22169 -0.07 -0.14 0.05
Hg -0.80218 -0.13800 0.50450 -0.17 -0.23 0.12
C -4.20303 2.82345 0.80273 0.04 -0.06 0.00
C -3.71770 -1.46710 -2.78565 0.00 0.00 -0.03
C -0.53296 -3.13445 -2.82356 0.07 -0.17 0.08
N -2.06531 1.85885 0.22378 -0.10 0.06 -0.01
H 0.76878 3.35244 4.49723 0.01 0.00 0.00
H -3.42971 -2.15760 -3.57913 -0.01 -0.04 -0.02
N -2.01644 -0.56265 3.44812 0.03 0.07 0.00
C -0.90728 -1.26471 3.44973 -0.12 0.06 0.08
H 0.95859 -2.42083 2.93817 0.02 -0.01 0.04
C 1.01272 -2.60517 -1.11199 0.09 0.19 -0.14
H -4.33255 1.61547 3.90266 0.01 0.00 -0.01
C -3.51247 -3.53033 -0.50910 -0.12 0.02 0.03
H 0.20431 -4.36313 -4.40959 0.00 0.00 0.00
C -0.46097 -4.15341 6.58940 0.00 0.00 0.00
F 1.36707 -1.92574 0.00775 -0.09 -0.13 -0.01
H 4.35146 0.81787 -2.22765 0.00 0.01 0.02
C -4.35168 0.88375 3.08769 -0.05 0.04 0.06
C -1.51476 -3.24530 6.63055 0.00 0.01 0.00
C -2.02475 2.68367 -0.81951 0.02 0.01 -0.07
H -0.34471 -4.88882 7.37745 0.00 0.00 0.00
Si -2.95762 -1.84023 -1.10048 0.18 0.07 -0.07
H -2.89476 4.25702 -1.98428 0.00 -0.01 0.00
H -3.43392 -0.45739 -3.09310 0.01 -0.01 -0.01
C 1.99859 -3.31737 -1.74956 0.01 0.01 0.00
N -2.04889 0.33621 2.41168 0.27 -0.47 -0.22
C 1.72886 -3.96468 -2.95305 0.02 -0.03 0.00
H -4.80876 -1.49150 -2.70591 0.01 0.01 0.02
N 1.05904 0.22063 -2.31601 -0.06 0.18 0.03
H 3.81393 2.65798 -0.56581 -0.01 0.02 -0.03
C -0.30335 -2.46002 -1.60396 -0.25 0.12 0.04
C 0.31622 -3.18260 4.52127 -0.02 0.01 -0.01
C 1.32293 -0.37948 -3.42725 0.12 -0.02 -0.05
H -2.45652 -1.59834 5.61289 0.00 0.00 0.00
H 2.50140 -4.52920 -3.45810 0.00 -0.01 0.01
H 1.27323 -4.81948 5.49693 0.00 0.00 0.00
C 1.43701 2.07943 1.47162 0.03 0.00 -0.02
C 1.27778 3.17535 3.55886 -0.01 0.00 0.01
O 0.04961 -1.18074 2.58773 0.10 0.03 -0.11
```
Positions in Å, forces in eV/Å.

Computed properties:
Total energy ... -73804.6941 eV
Relative energy (zero: lowest compared OMol25 entry of this formula, charge and spin) ... 0.995 eV
Spin multiplicity ... 2
Net charge ... -1
<S²> ... 0.775